26
Properties=species:S:1:pos:R:3:forces:R:3:nbo_charge:R:1 method="wB97M-V/def2-TZVPD" de_lowest_kcal_mol=45.1 smiles=CCc1ccccc1.CC e_homo_ev=-9.1 orbital_gap_ev=10.10
C 0.82465 -2.69761 0.20094 1.36 -4.01 -0.62 -0.62
C 1.23416 -1.60651 1.20930 -1.47 -1.87 -2.47 -0.44
C 0.20980 -0.59745 1.53374 1.50 1.31 0.09 -0.03
C -0.83258 -0.37162 0.65169 -0.64 -3.07 -0.80 -0.22
C -1.72674 0.60008 0.86488 -2.50 2.26 -0.34 -0.20
C -1.61761 1.47833 1.93700 0.38 -0.03 1.39 -0.23
C -0.59893 1.28870 2.87649 2.29 -0.82 -0.96 -0.20
C 0.43372 0.29546 2.58172 -2.61 1.31 0.50 -0.20
H 1.02402 -2.62383 -0.89075 -0.71 1.04 0.63 0.22
H -0.12973 -3.20987 0.38622 -0.17 0.74 -0.19 0.21
H 1.50362 -3.69865 0.30406 -0.94 2.33 0.45 0.20
H 1.53986 -2.18530 1.99187 0.60 -1.04 2.82 0.22
H 2.12766 -1.29568 0.78258 1.68 1.71 -0.54 0.22
H -1.13731 -1.18364 -0.07554 0.89 1.20 0.55 0.22
H -2.62345 0.75313 0.21141 1.03 -0.37 0.44 0.21
H -2.37297 2.24101 2.09507 0.09 -0.04 -0.03 0.21
H -0.37168 1.92574 3.75269 -0.70 -0.24 -0.69 0.22
H 1.29250 0.28003 3.24855 -0.07 -0.40 -0.23 0.21
C 0.70328 1.75225 -2.82937 2.19 0.71 2.84 -0.61
C -0.43738 0.82280 -3.06401 -0.50 1.63 -4.28 -0.62
H 1.27033 2.22772 -3.61848 -0.64 -0.10 -0.92 0.21
H 0.38046 2.59963 -2.16456 0.43 -0.76 -0.38 0.20
H 1.56828 1.22932 -2.28679 -1.26 0.55 -0.36 0.20
H -0.32578 0.39185 -4.10059 0.18 -0.63 1.30 0.20
H -1.32376 1.43147 -3.31043 -0.09 -0.19 0.78 0.20
H -0.61444 0.15264 -2.28768 -0.31 -1.22 1.05 0.22

***

74
Properties=species:S:1:pos:R:3:forces:R:3:lowdin_charge:R:1 method="wB97M-V/def2-TZVPD" de_lowest_kcal_mol=8.8 e_homo_ev=-7.2 orbital_gap_ev=7.37
Pb 0.02229 0.04449 -0.40215 -0.82 -0.34 0.23 1.37
C 1.36779 -2.54504 -2.87073 -0.12 0.15 0.10 -0.08
N 0.32726 -1.52591 -2.96475 0.09 -0.14 0.02 -0.34
C 0.46502 -0.77463 -4.20177 -0.01 0.03 0.11 -0.11
C -1.00222 -2.11636 -2.85672 0.02 0.18 0.39 -0.22
C -1.28165 -2.83132 -1.51123 0.27 -0.09 0.04 -0.24
N -0.55545 -2.27979 -0.36554 -0.21 0.55 -0.48 -0.16
C -0.12273 -3.16286 0.56065 0.15 -0.29 0.19 -0.22
C 1.03707 -2.87453 1.30872 -0.10 -0.10 0.00 -0.15
F 1.65311 -1.68388 1.07876 0.03 -0.03 -0.11 -0.01
C 1.61434 -3.75648 2.18960 0.00 -0.07 0.00 -0.23
F 2.74941 -3.40320 2.81342 0.03 0.07 0.00 0.09
C 1.07905 -5.01179 2.41050 -0.05 -0.01 0.03 0.05
C -0.07954 -5.31937 1.72590 0.20 0.10 -0.02 -0.23
F -0.64943 -6.51963 1.90870 -0.08 0.00 0.02 0.09
C -0.67475 -4.43320 0.85084 -0.07 0.08 -0.04 -0.14
F -1.84860 -4.81093 0.29428 -0.01 0.07 -0.01 0.07
H 1.22837 -3.33393 -3.62458 0.05 -0.02 -0.03 0.09
H 2.34361 -2.08234 -3.02274 0.02 -0.02 -0.03 0.08
H 1.35149 -2.99028 -1.87821 0.00 -0.07 0.01 0.08
H 0.47535 -1.42119 -5.09150 -0.04 -0.02 -0.02 0.09
H -0.36230 -0.06974 -4.30189 0.02 0.02 0.01 0.08
H 1.39914 -0.21022 -4.17905 0.01 -0.01 -0.06 0.08
H -1.72260 -1.30918 -3.00411 -0.03 0.07 -0.05 0.09
H -1.16010 -2.84837 -3.66458 -0.13 0.01 -0.01 0.12
H -2.36513 -2.81850 -1.34141 0.00 -0.08 -0.16 0.11
H -1.00413 -3.87988 -1.64724 -0.01 0.00 0.03 0.11
H 1.53855 -5.71732 3.08473 0.01 0.02 0.03 0.13
C -3.86051 0.29157 -1.71299 0.17 0.18 -0.02 -0.08
C -3.12739 1.61849 -1.86711 0.07 -0.11 0.07 -0.26
N -2.24168 1.96342 -0.74342 -0.06 -0.07 -0.10 -0.24
C -1.66777 3.28936 -1.00659 0.17 -0.13 0.04 -0.26
C -0.61070 3.74219 -0.00382 -0.12 -0.07 -0.09 -0.08
C -2.93311 1.87634 0.54960 0.11 -0.21 0.17 -0.17
C -2.56754 0.59178 1.31411 0.28 0.14 -0.06 -0.23
N -1.13938 0.53358 1.62760 -0.20 0.02 -0.39 -0.13
C -0.69486 0.96324 2.82253 0.09 0.12 0.27 -0.20
C 0.70024 0.97522 3.06021 -0.12 0.03 0.11 -0.16
F 1.50803 0.65352 2.02092 0.06 -0.01 -0.08 -0.04
C 1.28659 1.30418 4.25498 -0.02 0.10 0.04 -0.23
F 2.62859 1.27303 4.34502 0.03 -0.04 -0.05 0.08
C 0.53705 1.69245 5.34796 -0.06 -0.03 0.02 0.05
C -0.82706 1.75110 5.14742 0.22 0.06 -0.04 -0.23
F -1.61049 2.16598 6.15512 -0.09 -0.01 0.00 0.09
C -1.42807 1.43169 3.94614 0.00 0.04 -0.04 -0.13
F -2.77091 1.62991 3.89330 0.01 -0.07 -0.03 0.05
H -4.35993 0.04406 -2.64951 -0.01 -0.02 0.01 0.08
H -4.61359 0.33019 -0.92840 -0.02 -0.04 0.01 0.07
H -3.16089 -0.50581 -1.46844 0.00 -0.14 -0.04 0.04
H -3.86621 2.42064 -2.01925 0.00 0.02 -0.02 0.12
H -2.50295 1.58145 -2.76592 -0.04 0.04 0.00 0.11
H -1.20493 3.23093 -1.99665 -0.07 0.05 -0.01 0.11
H -2.46620 4.04385 -1.06083 -0.01 0.04 -0.07 0.12
H -1.04789 4.11415 0.92150 0.04 -0.03 0.04 0.07
H -0.02594 4.54982 -0.44552 0.00 0.04 0.05 0.08
H 0.06684 2.92613 0.25022 0.07 -0.02 0.03 0.03
H -4.01741 1.93472 0.40282 -0.03 0.07 0.08 0.12
H -2.64304 2.72283 1.17166 -0.04 0.00 0.03 0.11
H -2.80500 -0.28390 0.70442 -0.05 0.01 -0.04 0.09
H -3.18152 0.54040 2.20769 -0.09 -0.16 -0.07 0.11
H 0.98396 1.95092 6.29435 0.02 0.00 0.01 0.13
C 3.60259 2.52748 0.69898 -0.12 -0.13 -0.06 -0.28
P 2.83001 1.40609 -0.53652 0.87 0.48 -0.14 0.71
C 3.12259 2.40994 -2.06160 -0.14 -0.22 0.17 -0.28
C 4.17671 0.16734 -0.70195 -0.20 0.08 0.02 -0.28
H 4.59692 2.82791 0.36339 0.00 0.03 0.00 0.04
H 3.68822 2.00841 1.65168 -0.04 0.03 0.07 0.03
H 2.98490 3.41517 0.83638 -0.01 0.00 0.05 0.04
H 4.15254 2.76715 -2.09967 0.02 0.00 -0.03 0.04
H 2.44844 3.26711 -2.07549 0.00 0.01 0.00 0.03
H 2.92152 1.80162 -2.94406 -0.01 0.02 -0.04 0.02
H 4.01826 -0.42367 -1.60429 0.02 -0.07 0.02 0.03
H 4.14939 -0.49656 0.16209 0.05 -0.05 -0.02 0.04
H 5.14834 0.65995 -0.75598 0.04 -0.04 -0.03 0.04

***

13
Properties=species:S:1:pos:R:3:forces:R:3:nbo_charge:R:1 method="wB97M-V/def2-TZVPD" de_lowest_kcal_mol=139.1 e_homo_ev="-8.3 / -9.0" orbital_gap_ev="6.89 / 8.15"
C -0.44616 -0.85856 0.48693 0.61 1.46 -3.19 -0.03
C 0.12670 0.15844 -2.09241 -1.43 0.02 1.08 0.10
C -1.60042 -0.38628 1.27359 -0.05 1.25 -3.35 -0.71
O 0.23699 -2.08683 0.65308 -0.85 -1.46 0.23 -0.61
O 2.39709 1.47873 -1.86282 0.36 -0.11 -0.11 -0.85
O 0.87794 1.72521 0.03695 -0.58 1.10 1.49 -0.90
O 2.05571 -0.53814 -0.28301 0.07 1.14 -0.84 -0.87
F -0.75029 1.19431 -2.05437 -0.54 -0.57 -0.66 -0.36
S 1.19852 -0.84362 0.95163 1.14 0.02 1.70 1.36
S 1.33585 0.98561 -1.06362 1.97 -1.24 -0.77 2.13
H -1.29665 -0.58372 2.26403 -0.91 0.27 1.71 0.22
H -2.42315 -0.98227 0.81274 0.11 0.49 1.12 0.25
H -1.71212 0.73712 0.87728 0.09 -2.36 1.58 0.27